21
Properties=species:S:1:pos:R:3:mulliken_charge:R:1 method="wB97M-V/def2-TZVPD" charge=-2 multiplicity=1 energy_ev=-91363.420
Cu -4.1114 0.0675 -0.0367 -0.3441
Te -6.0572 -1.0752 -1.4964 -0.3703
Te -8.8153 -1.1735 -0.1945 -0.4460
Te -8.2026 0.8810 1.4193 -0.4012
Te -6.0722 1.4512 -0.4400 -0.1500
F 4.9996 0.6719 -1.1249 -0.2810
C 4.5252 -0.1705 -0.1302 0.9437
F 5.1489 0.3235 1.0043 -0.2970
F 5.0456 -1.3855 -0.3853 -0.2694
C 3.0615 -0.1555 0.0538 0.2793
C 2.4922 0.8529 0.8581 -0.2930
C 1.1608 1.0127 0.9031 -0.8596
C 0.3218 0.1391 0.2040 0.4709
C 0.9013 -0.8427 -0.6962 -0.6868
C 2.2677 -0.9536 -0.7679 -0.6384
C -1.0425 0.1390 0.2893 0.0837
C -2.2801 0.1184 0.2897 -0.3396
H 3.1569 1.4539 1.4604 0.3935
H 0.6718 1.7462 1.4757 0.4853
H 0.1162 -1.3735 -1.3018 0.3726
H 2.7118 -1.7272 -1.3839 0.3475

19
Properties=species:S:1:pos:R:3:mulliken_charge:R:1 method="wB97M-V/def2-TZVPD" charge=-1 multiplicity=1 energy_ev=-29915.209 smiles="O=C([O-])c1cc(S)cc2c1C(=O)NC2=O"
O 3.0908 -0.7302 1.6498 -0.7064
C 2.5297 -0.9585 0.5757 0.2000
O 2.8143 -1.7056 -0.3715 -0.7023
C 1.2672 -0.1458 0.2927 0.2653
C 1.3433 1.1758 -0.1466 -0.3650
C 0.2015 1.9147 -0.4702 -0.0988
S 0.3802 3.6143 -0.9918 -0.2582
C -1.0718 1.3643 -0.3696 -0.6372
C -1.1453 0.0520 0.0464 0.2653
C -0.0106 -0.6829 0.3859 0.7443
C -0.4727 -2.0300 0.8243 0.1726
O 0.0572 -2.8242 1.5421 -0.4773
N -1.8666 -2.2033 0.3314 -0.4419
C -2.3325 -0.8210 0.1971 0.1137
O -3.4877 -0.5003 0.2708 -0.5493
H 2.3175 1.6377 -0.2385 0.4889
H 0.0774 3.4210 -2.2799 0.1366
H -1.9544 1.9392 -0.6145 0.5232
H -1.7376 -2.5172 -0.6336 0.3264

91
Properties=species:S:1:pos:R:3:mulliken_charge:R:1 method="wB97M-V/def2-TZVPD" charge=-1 multiplicity=1 energy_ev=-93145.765
C -2.3187 0.6401 4.5732 -1.0887
N -0.9108 0.7215 4.1922 0.2812
C -0.1121 -0.3615 4.7853 -1.0181
C -0.7232 0.9725 2.8259 0.4916
O -1.6763 1.2170 2.1084 -0.7224
C 0.6974 1.0740 2.3627 -1.1020
P 1.3457 -0.2450 1.1798 -0.2840
Cl -0.3003 -1.7497 1.6521 -0.4035
O 2.7562 0.6633 0.6950 -0.5010
C 2.7738 0.6640 -0.7100 -0.5086
C 1.2925 0.6270 -1.2387 1.4609
C 0.9148 1.9538 -1.9258 -1.0791
C 0.8085 -0.6106 -2.0339 -0.6291
C 1.7097 -1.1779 -3.0653 0.8133
O 2.6656 -0.7518 -3.5982 -0.4873
Cl 1.0843 -2.8515 -3.6041 -0.3466
O 0.4944 0.5531 -0.0646 -0.6139
H -2.8566 -0.1081 3.9927 0.3280
H -2.3866 0.3651 5.6254 0.4373
H -2.8019 1.6087 4.4571 0.2168
H 0.2067 -0.0881 5.7936 0.2228
H -0.7049 -1.2774 4.8238 0.3348
H 0.7725 -0.5726 4.1923 0.4500
H 0.7853 2.0361 1.8616 0.2100
H 1.3775 1.1016 3.2127 0.7356
H 2.0958 -0.8672 2.2196 0.1627
H 1.7764 -1.2833 0.2877 0.2434
H 3.2059 1.6175 -1.0335 0.2732
H 3.4227 -0.1092 -1.1320 0.3121
H 0.2730 1.7458 -2.7771 0.3162
H 0.3853 2.5615 -1.1985 0.3208
H 1.7959 2.4763 -2.2858 -0.2383
H -0.0982 -0.3374 -2.5862 -0.1176
H 0.5425 -1.3949 -1.3257 0.5134
O -2.5094 1.2203 -3.8216 -0.5980
H -2.6468 1.1889 -4.7740 0.2917
H -3.3468 0.9255 -3.4435 0.3234
O 2.6616 -4.8536 -1.2638 -0.6086
H 3.5333 -4.4639 -1.3782 0.3070
H 2.0801 -4.3147 -1.8125 0.2861
O 3.1893 3.5741 -3.8944 -0.5793
H 3.1967 2.7794 -4.4378 0.2742
H 3.6815 4.2294 -4.3987 0.2770
O 4.5320 -0.7828 2.8701 -0.6676
H 5.4198 -0.4290 2.7418 0.3652
H 3.9893 -0.2560 2.2602 0.4188
O -1.9757 -4.9523 0.6386 -0.6207
H -2.0567 -3.9912 0.6602 0.3245
H -1.1203 -5.0977 0.2214 0.2969
O -3.1411 -1.3857 -2.7719 -0.5804
H -2.3075 -0.9508 -2.5547 0.3435
H -2.9868 -1.8334 -3.6111 0.1798
O 0.8224 3.2858 4.5350 -0.6421
H 0.2179 3.9661 4.8512 0.3033
H 0.3060 2.4703 4.6345 0.3642
O 2.4801 4.5072 -0.6434 -0.5832
H 3.3823 4.5776 -0.3102 0.3086
H 2.5933 4.2031 -1.5538 0.2188
O -1.9821 4.3706 3.8269 -0.6674
H -1.8708 3.5836 3.2745 0.3512
H -1.5358 5.0664 3.3341 0.3053
O -3.5927 -3.8740 -4.1131 -0.6779
H -3.2856 -4.6379 -3.6130 0.3009
H -4.2175 -4.2393 -4.7479 0.2866
O -2.2226 -2.3644 -5.9710 -0.6373
H -2.7353 -2.8431 -5.3101 0.4218
H -1.3717 -2.2017 -5.5496 0.3134
O -5.1126 -0.3725 5.3793 -0.5943
H -5.7765 0.2991 5.5627 0.2943
H -5.6007 -1.1013 4.9840 0.2985
O -3.5561 -0.9261 0.2433 -0.7071
H -2.6819 -0.6812 0.5835 0.3501
H -3.4011 -1.2334 -0.6586 0.2786
O 3.0070 -3.6193 -6.6284 -0.6253
H 2.4235 -3.0417 -6.1243 0.3211
H 3.3464 -4.2335 -5.9703 0.3107
O -5.7574 -5.3429 -2.9683 -0.6400
H -6.2656 -5.6938 -2.2323 0.2776
H -5.3932 -4.5145 -2.6189 0.3948
O 6.9860 -1.2082 4.6525 -0.6458
H 6.0527 -1.1830 4.4082 0.3481
H 7.3058 -2.0314 4.2716 0.3107
O -4.8375 -3.7265 -0.6476 -0.5324
H -5.3143 -4.0588 0.1184 0.2556
H -4.4673 -2.8851 -0.3484 0.3060
O 2.9648 6.2971 1.7875 -0.6621
H 2.7328 6.1702 0.8599 0.3374
H 2.7943 5.4438 2.2023 0.3410
O 2.0409 7.4886 -1.1664 -0.6270
H 1.4833 8.1926 -0.8226 0.3061
H 1.5530 6.6720 -1.0025 0.3199

91
Properties=species:S:1:pos:R:3:mulliken_charge:R:1 method="wB97M-V/def2-TZVPD" e_above_lowest_ev=1.123 multiplicity=1
O -1.6213 3.5542 -1.0910 -0.9196
O -0.0766 1.3534 2.6795 -0.9536
C -1.4759 2.4352 -0.5769 0.9843
C -0.4278 0.5062 1.8406 0.2382
N -1.0734 -0.5981 2.1262 0.6113
N -0.3055 2.0211 -0.1797 0.4739
C -2.6790 1.4800 -0.5735 -0.8458
C -1.1948 -1.2313 3.3578 -0.9238
C 3.3855 0.9784 -1.5738 -1.3074
C 1.9335 -0.9786 0.9316 -1.4167
C 2.0451 0.1870 -1.2904 -0.5886
C 0.0207 0.6730 0.3855 0.0261
C 1.4844 0.2727 0.1911 0.9772
H -1.2936 -1.1831 1.2990 -0.1348
H 0.4424 2.6968 -0.3429 0.1792
H -2.3317 0.6842 -1.2535 0.2132
H -3.4599 2.0770 -0.9875 0.0986
H -2.9288 1.1501 0.4436 0.2334
H -0.7510 -2.2483 3.3935 0.4191
H -2.3022 -1.2880 3.5259 0.2495
H -0.7030 -0.6490 4.2087 0.3019
H 4.1338 0.4835 -0.9916 0.2655
H 3.3269 1.9991 -1.3936 0.4291
H 3.6589 0.8063 -2.6303 0.2521
H 3.0054 -1.1790 0.7106 0.3250
H 1.2042 -1.7790 0.7481 0.1679
H 1.8643 -0.7504 2.0069 0.3025
H 2.2182 -0.8092 -1.5729 0.3345
H 1.3456 0.6998 -1.9449 0.3611
H -0.5524 0.0028 -0.2322 -0.1720
H 2.0525 1.1402 0.5535 0.2740
O 4.7933 0.8849 2.2220 -0.6533
H 5.0308 0.1188 1.5483 0.3539
H 4.9380 0.5062 3.1764 0.3220
O 1.8390 -4.5646 -0.1966 -0.6739
H 2.5097 -5.3418 -0.2435 0.2687
H 2.0867 -3.8648 -0.9642 0.4418
O -0.8537 1.5032 5.5514 -0.6633
H -0.8978 1.6579 4.5505 0.3792
H 0.0773 1.0823 5.7308 0.3077
O -6.3460 2.9321 -1.8271 -0.6512
H -6.6356 2.5750 -0.9289 0.3198
H -6.1082 2.0842 -2.3663 0.3152
O -0.1567 -4.1222 1.5821 -0.7371
H -0.5968 -3.3732 1.0136 0.3515
H 0.6859 -4.3414 0.9590 0.4489
O 5.0163 1.9611 -4.9383 -0.7067
H 5.6202 1.6172 -5.6825 0.3525
H 5.6633 2.1747 -4.1285 0.3547
O 2.7798 -3.3992 -2.5558 -0.7026
H 2.3721 -2.7512 -3.2933 0.3114
H 3.7948 -3.3775 -2.7213 0.2990
O -2.9107 4.5282 -3.1396 -0.7540
H -2.5284 3.9138 -2.3823 0.4721
H -2.1767 5.1597 -3.4103 0.2738
O -3.9778 -1.5240 -2.3783 -0.6006
H -4.2518 -2.2728 -1.7027 0.3019
H -3.6012 -2.0080 -3.1827 0.2983
O 1.2136 3.6736 2.0864 -0.7525
H 0.6510 2.8330 2.1549 0.4054
H 1.6889 3.7934 3.0175 0.2939
O -4.3028 3.9816 1.0764 -0.6433
H -4.5937 3.1495 0.5573 0.2525
H -4.3254 4.8111 0.4864 0.3401
O 1.1856 -1.8287 -4.3522 -0.6575
H 1.5481 -1.0095 -4.8223 0.3088
H 0.4410 -2.1265 -4.9333 0.2642
O -1.6463 -2.5951 0.0730 -0.7802
H -1.1357 -2.6163 -0.8564 0.4190
H -2.6630 -2.8597 -0.1834 0.1649
O -0.5520 -2.5065 -2.2323 -0.5694
H -0.8122 -3.2870 -2.7975 0.2167
H 0.1535 -2.0040 -2.7731 0.3300
O 1.4500 4.6712 -0.5356 -0.6295
H 1.4726 4.3495 0.4245 0.3745
H 2.4492 4.7569 -0.8526 0.2888
O -4.7465 -2.6650 3.5682 -0.6423
H -3.8883 -3.0374 3.9254 0.2400
H -5.3377 -2.5050 4.3978 0.3579
O 3.6462 -0.2913 -5.5341 -0.6919
H 4.1411 0.5836 -5.3155 0.3782
H 4.2646 -1.1042 -5.1977 0.3028
O -2.9027 -1.9037 6.1465 -0.6188
H -2.1920 -2.0609 6.8804 0.3197
H -3.0358 -2.8096 5.6900 0.2940
O 6.1938 -0.9049 0.6103 -0.7257
H 6.7868 -0.2367 0.0861 0.3365
H 6.1147 -1.7620 -0.0622 0.3413
O -5.3916 -0.1058 1.9876 -0.6466
H -5.2880 -1.0587 2.3482 0.3187
H -5.6973 0.4094 2.8720 0.3249